[1]
C5H6O in the gas phase, computed with wB97M-V/def2-TZVPD.

XYZ file:
```
12
Properties=species:S:1:pos:R:3:forces:R:3
O -2.531 0.017 -0.843 0.1947 -0.1060 0.4917
C 2.844 0.347 -0.085 -0.3654 -0.0540 -0.0944
C -0.601 -0.124 0.583 0.0355 -0.0101 -0.0130
C 0.266 -0.015 -0.673 -0.0014 0.0133 -0.0746
C 1.684 0.178 -0.359 0.4077 0.0627 0.1134
C -2.074 -0.160 0.262 -0.0909 0.0473 -0.2934
H -0.343 -1.015 1.170 -0.0696 0.1168 -0.0774
H 0.142 -0.917 -1.283 0.0228 0.1276 0.0740
H -0.423 0.729 1.254 -0.0683 -0.1057 -0.0802
H -2.747 -0.358 1.124 0.0671 0.0465 -0.0989
H -0.093 0.817 -1.289 0.0659 -0.1006 0.0849
H 3.876 0.501 0.141 -0.1980 -0.0378 -0.0321
```
Forces are in eV/Å.

Properties
- SMILES = C#CCCC=O
- net charge = 0
- energy relative to the best compared isomer or geometry (same formula, charge and spin) (kJ/mol) = 171.51

---

[2]
C11H41CaN10O10 as an isolated structure, computed with wB97M-V/def2-TZVPD.

XYZ file:
```
73
Properties=species:S:1:pos:R:3:forces:R:3
Ca 14.359 8.118 21.271 2.4768 -1.1601 -0.6338
O 18.942 10.228 20.239 -0.2015 0.2226 -0.0281
O 19.138 3.441 19.423 -0.2909 0.1254 -0.1258
O 23.199 7.440 20.569 0.2711 0.3592 0.4722
O 15.615 9.755 19.961 -1.0282 0.0272 0.8233
O 16.070 6.793 22.141 -1.2560 1.0806 -0.5839
O 14.286 6.845 19.321 -0.1476 -0.1267 0.4375
O 22.360 9.118 17.714 0.4210 0.3297 -0.2214
O 17.415 10.545 25.010 -0.1705 -0.4018 -0.1187
O 16.433 7.836 24.686 -0.2138 0.3183 0.2479
O 15.493 1.990 23.787 0.1529 0.6683 -0.0862
N 13.097 5.036 18.609 0.3927 0.9313 0.6484
N 21.973 7.501 22.500 0.7627 0.6414 -0.0923
N 15.249 3.674 22.267 -0.0394 0.0758 0.6917
N 24.186 8.067 22.575 -0.2385 -0.0394 -1.5307
N 15.591 4.175 24.505 -0.0821 -0.1103 -0.8148
N 21.252 7.122 17.681 -0.1892 0.4538 -0.5741
N 16.557 11.787 20.341 -0.5435 -1.0297 -0.6038
N 14.290 11.644 19.929 0.5018 -0.5813 -0.0127
N 15.379 4.968 18.539 -0.0740 -0.1800 0.2788
N 20.314 8.994 16.712 0.8227 0.1934 0.5805
C 14.271 5.673 18.883 0.0741 -0.8309 -0.8529
C 15.475 3.185 23.541 -0.2525 -0.5675 0.2051
C 18.691 2.986 20.696 -0.4657 0.6115 0.3819
C 17.521 7.412 25.504 0.4172 -1.5115 -1.5325
C 20.332 9.885 20.317 0.2145 0.3880 0.8348
C 17.801 7.148 20.391 0.1119 -0.6536 0.3097
C 23.141 7.707 21.755 -0.9871 -1.2687 0.8418
C 21.423 8.451 17.358 -0.9662 -0.5679 0.6132
C 18.089 10.633 23.767 0.0039 0.2078 0.6705
C 17.428 6.675 21.791 -0.2579 -0.4074 0.1957
C 15.503 11.007 20.043 0.2062 0.7933 0.6498
H 24.052 8.297 23.537 0.2507 0.0200 0.1409
H 15.776 5.109 24.172 0.0671 0.0532 0.2644
H 20.766 10.349 21.208 -0.1276 0.1071 -0.0183
H 17.801 6.387 25.199 -0.1736 0.0026 0.1592
H 17.717 5.613 21.811 -0.0869 -0.0061 0.1948
H 13.452 11.119 20.083 -0.1377 0.0281 -0.3927
H 14.209 12.638 19.824 0.0318 0.0834 0.1416
H 21.972 7.802 23.455 -0.3367 -0.1727 0.1078
H 19.167 3.519 21.524 0.4264 -0.3473 -0.0745
H 18.416 7.974 25.233 -0.0266 0.4856 0.8876
H 25.079 8.088 22.118 0.1628 0.2763 0.3244
H 19.653 8.436 16.210 0.0037 0.0508 -0.2527
H 20.875 10.279 19.463 -0.0992 -0.3295 -0.2320
H 19.034 11.133 23.965 0.0622 0.1566 -0.2696
H 15.952 3.900 25.399 0.0202 -0.0750 0.0359
H 15.227 3.015 21.515 0.0228 -0.0802 -0.0222
H 17.470 11.325 20.343 0.1936 0.4562 -0.0381
H 16.538 7.461 23.792 -0.4021 -0.0475 0.0562
H 13.027 4.064 18.378 0.0232 -0.0577 -0.1233
H 16.820 9.789 24.900 -0.0894 -0.0258 0.3912
H 15.342 3.977 18.366 -0.3716 0.0542 -0.1667
H 17.233 7.313 26.542 0.0970 0.7449 0.1776
H 17.895 8.223 20.258 -0.2948 -0.7992 -0.0406
H 17.639 3.260 20.845 -0.0331 -0.2185 -0.3596
H 16.325 5.299 18.550 -0.0516 0.6106 0.3630
H 18.403 9.435 20.332 0.4940 0.5068 -0.0303
H 20.480 8.818 20.472 -0.0166 -0.0912 -0.5107
H 18.310 9.642 23.362 -0.0583 -0.0097 -0.2201
H 17.047 6.784 19.708 -0.3980 0.1852 -0.2025
H 21.156 7.078 22.111 -0.0004 0.0518 -0.2351
H 18.702 6.601 20.100 0.2853 0.5310 -0.0644
H 20.346 6.743 17.489 0.0925 -0.4719 0.1553
H 19.929 3.975 19.518 0.1248 -0.1315 0.1166
H 18.022 7.163 22.579 0.3664 0.1127 -0.2970
H 18.785 1.907 20.788 0.1974 0.0213 0.0685
H 12.267 5.562 18.819 -0.1446 -0.2509 -0.0031
H 16.448 12.781 20.403 0.2315 0.1221 0.0415
H 15.324 4.661 22.115 0.2073 0.3375 -0.3776
H 17.470 11.221 23.093 0.2303 0.0170 -0.5127
H 21.927 6.633 18.239 0.1099 0.1516 0.1104
H 20.458 9.963 16.489 -0.2770 -0.0426 -0.3641
```
Forces are in eV/Å.

Properties
- net charge = +1
- energy relative to the best compared isomer or geometry (same formula, charge and spin) (kJ/mol) = 112.83

---

[3]
C4H11NOS in the gas phase, computed with wB97M-V/def2-TZVPD.

XYZ file:
```
18
Properties=species:S:1:pos:R:3:forces:R:3
S 2.014 -0.329 0.656 4.0490 -0.4564 -0.1804
O -2.703 -1.210 -0.792 0.5226 0.4843 1.6682
N -0.461 -0.171 -1.141 -0.0337 1.4731 -3.1156
C -0.790 0.837 -0.104 -0.1789 -2.2968 1.4643
C 0.334 1.863 0.332 -0.8783 -2.4278 0.5395
C 1.170 1.012 1.380 -1.7396 1.5742 0.3670
C -1.288 -1.354 -1.112 -1.2734 -1.5452 -0.2852
H 0.545 0.442 2.069 -0.7042 0.9424 0.2012
H -0.959 -2.048 -0.337 0.7066 0.2245 0.3448
H 1.145 -1.149 0.139 -1.2797 -0.0104 -0.0598
H -0.987 0.113 0.785 0.4596 1.3366 -0.7982
H -2.692 -1.309 0.194 -0.6410 0.3320 -1.3773
H -0.343 0.291 -2.123 -0.6168 -1.3003 2.3651
H -1.405 -2.066 -1.984 1.2256 1.6634 0.0962
H 0.969 2.117 -0.539 -0.3667 0.2286 0.6194
H -0.184 2.711 0.828 0.6077 -0.2970 -0.4976
H -1.794 1.205 -0.226 -0.2149 0.8970 -0.5038
H 1.767 1.676 2.046 0.3561 -0.8221 -0.8480
```
Forces are in eV/Å.

Properties
- SMILES = OCNCCCS
- net charge = 0
- energy relative to the best compared isomer or geometry (same formula, charge and spin) (kJ/mol) = 268.82